The following is a quantum chemistry calculation of 9 unconnected molecules or ions with the total composition C36H51F3O6 at a distorted geometry, from OMol25.

Properties
SMILES string	Fc1ccccc1.Fc1ccccc1.Fc1ccccc1.CC(C)=O.CC(C)=O.CC(C)=O.CC(C)=O.CC(C)=O.CC(C)=O
energy above the lowest of the compared OMol25 structures with the same formula, charge and spin	235.5	kJ/mol
max |F|	3.048	eV/Å
total energy	-2153.2935	hartree
HOMO-LUMO gap	9.590	eV
LUMO energy	0.012	hartree
HOMO level	-0.3405	Ha

CARTESIAN COORDINATES (ANGSTROEM)
O 3.071469 -0.488351 -3.547834
C -6.221581 -2.486561 4.131176
H 1.649169 1.074969 -6.647734
C 2.043729 5.781079 -2.373384
C 4.231129 4.018389 1.781886
H 0.058179 2.283739 -7.955334
C 2.476149 3.716329 -3.914144
H 3.407669 5.523269 3.045916
O 0.359759 -5.428061 4.866676
H -2.477261 2.351859 -7.292464
C 3.142229 -5.296281 2.711246
C -0.343431 1.683989 -7.151964
H -1.311491 -2.486441 1.387786
H -3.791281 -0.752241 1.704866
C -2.172171 0.953639 -5.760644
C 0.103479 -4.273611 5.209136
H 3.263699 2.670139 0.345636
C -0.532061 -0.471131 1.777036
H 5.467939 0.780029 -2.085044
C 1.885769 4.278499 -2.604404
H 0.270589 1.385699 1.821716
H 1.358619 -2.497091 5.576166
H 4.193819 -5.029551 2.816676
H -5.089521 2.585809 0.217456
C 0.058999 0.593309 1.119046
C -5.138371 -1.722531 4.596376
H -4.953991 -1.817301 5.656296
H -7.241621 -3.234061 2.367926
C 0.600149 1.046579 -6.392484
H 2.427839 -1.190101 -1.033464
F -1.676181 -0.572991 -3.979854
H -5.751921 -2.140691 0.800576
H 3.104549 -6.383651 2.776846
H -6.935801 -2.943971 4.799816
H 2.224479 5.960969 -1.313634
O 3.318319 -4.588811 0.395946
H 0.759439 -3.572331 1.524026
H -1.762001 -4.617581 4.378136
H 0.799839 -0.307761 -4.740564
H 0.545179 -5.139671 2.019936
C -1.719871 1.740589 -6.824374
C 3.559549 0.049879 -2.570944
H 3.868709 4.229769 -0.333964
H 4.954929 2.929809 -0.052424
C -0.879521 -1.580341 0.989336
H -1.241331 -2.916531 4.205436
H -1.070021 -2.234211 -1.097314
H 0.596849 1.652389 -0.566954
C -0.819691 -1.428241 -0.423404
H 2.463509 5.196369 1.746796
C -5.526961 -2.136371 1.856886
H -1.876401 -3.548481 5.747806
H 2.010269 -3.996101 6.167556
C 4.065049 3.408939 0.355806
H 2.427159 2.627929 -3.947004
C 3.522459 5.291019 1.987146
C 2.618729 -4.711471 1.380336
C -4.685441 0.704959 -0.670174
C 3.246309 -0.489791 -1.200124
H -3.582751 1.914489 0.856456
C 0.117579 0.277259 -5.339454
H 0.808879 -4.825251 0.245906
C 1.076359 -3.456951 6.008716
C -1.270651 -3.778921 4.871416
F -0.761801 -0.473911 3.099096
H -5.101311 1.142549 1.319606
C -1.252441 0.204029 -5.046704
O -5.666201 0.067919 -0.918794
C -4.263531 -1.090161 3.699396
H 4.792979 1.297719 -3.683514
O 1.429009 3.509179 -1.761634
H 2.602549 -4.788331 3.510516
H 1.167899 6.267869 -2.802404
C 1.096939 -4.576461 1.267296
H 3.949499 6.139439 1.452426
H 4.229299 -0.808421 -0.853264
H 3.071119 0.317379 -0.488864
H 0.693439 -3.187321 6.992976
H 1.697499 3.998729 -4.622714
H -3.438411 1.736419 -2.062804
C -3.613491 0.738449 -1.660924
C -4.482581 -1.285211 2.340836
C -0.301891 -0.309551 -0.983104
C -6.405011 -2.696691 2.789496
C -4.586741 1.665009 0.513166
H -3.885821 0.029599 -2.442884
H 4.118779 2.008079 -2.113064
H -0.100461 -0.229421 -2.041124
F -3.222791 -0.374741 4.092686
H -3.232181 0.851389 -5.580874
H 3.506419 4.039549 -4.063024
H 2.956949 5.971469 -2.937204
C 4.601319 1.171229 -2.617984
C 0.140389 0.730389 -0.238394
H -2.731721 0.291289 -1.201974
O 4.905099 3.474319 2.614936

Cartesian forces (eV/Å) of the 6 atoms listed first:
0.39 0.88 -0.01
0.56 0.28 0.09
0.01 -0.03 0.09
0.40 -1.55 -0.45
0.66 -1.31 -1.61
-0.35 0.15 -0.33

Atom charges from the Löwdin analysis, given in e for atoms 1 to 6: atom 1 (O): 0.05, atom 2 (C): -0.09, atom 3 (H): 0.11, atom 4 (C): -0.01, atom 5 (C): -0.49, atom 6 (H): 0.10